24
Properties=species:S:1:pos:R:3 method="wB97M-V/def2-TZVPD" largest_force_ha_per_bohr=0.1829 lumo_energy_ev="2.991 / 2.941" energy_ev=-60758.883 de_lowest_kcal_mol=26.02 multiplicity=4 s2=3.788 charge=-1
C 2.3554 1.4008 -0.0936
C 2.7117 1.3414 1.2930
C 1.8122 2.1993 1.9824
C 1.1305 3.0313 1.0450
C 1.3569 2.4567 -0.2446
Co -0.3771 -0.9507 -1.3086
P 1.2194 -2.0468 -2.1688
H 2.7308 0.7559 -0.8878
H 3.4430 0.6729 1.7469
H 1.7893 2.3560 3.0601
H 0.8807 2.7334 -1.1815
H 0.4685 3.8632 1.2872
H 1.0333 -3.3966 -1.7345
H 2.6008 -1.8151 -1.9106
H 1.1850 -2.1649 -3.5856
N -3.5429 -2.6561 0.0578
N -3.0068 -1.3786 0.0205
N -3.0400 -0.5937 1.1521
C -1.9958 0.2095 0.9777
N -1.2038 -0.1281 -0.0538
N -1.8363 -1.2981 -0.5816
H -3.4706 -3.0392 -0.8761
H -4.4908 -2.6060 0.4011
H -1.7535 1.0536 1.6032


19
Properties=species:S:1:pos:R:3 method="wB97M-V/def2-TZVPD" largest_force_ha_per_bohr=0.0688 lumo_energy_ev=3.599 energy_ev=-8912.877 de_lowest_kcal_mol=96.55 charge=-1
C -2.8502 0.8508 -0.1139
O -3.5682 1.3188 0.8867
C -1.7965 -0.2473 0.2422
C -1.0777 -0.8005 -0.9523
C 0.3591 -1.2243 -0.5917
C 3.5151 0.7337 0.9788
N 1.6127 -1.0532 -1.0285
H -3.4661 0.3635 -0.9523
H -2.2093 1.6100 -0.6548
H -2.3026 -1.0338 0.8204
H -1.1321 0.2859 0.9348
H -1.6255 -1.6554 -1.3493
H -0.9627 -0.0095 -1.7132
H 0.2690 -1.7837 0.3632
H 0.9715 -0.1169 -0.6894
H 3.9324 1.7343 0.9180
H 2.5159 0.5046 0.6502
H 4.1586 0.1959 0.2703
H 3.6567 0.3270 1.9810


38
Properties=species:S:1:pos:R:3 method="wB97M-V/def2-TZVPD" largest_force_ha_per_bohr=0.0165 lumo_energy_ev=-0.161 energy_ev=-68584.105 de_lowest_kcal_mol=0.00
Na 2.0052 1.4028 -0.7836
O 1.6647 0.9977 1.1418
C 0.9289 -0.0999 1.3913
C 1.5971 -1.3772 0.8237
C 2.4952 -1.4631 -0.2038
C 2.8825 -2.7928 -0.5137
C 2.2687 -3.7060 0.2871
S 1.2591 -2.9491 1.4314
C 0.7080 -0.2856 2.8827
C -0.1968 -1.0506 3.5621
C -0.0429 -0.9635 4.9692
C 0.9710 -0.1197 5.3161
S 1.7371 0.5566 3.9527
C -0.4640 0.0522 0.7262
C -1.0778 1.2641 0.5664
C -2.3856 1.1597 0.0251
C -2.7377 -0.1323 -0.2335
S -1.4867 -1.2180 0.1965
H 2.9310 -0.6324 -0.7438
H 3.5876 -3.0578 -1.2869
H 2.3912 -4.7758 0.2790
H -0.9581 -1.6418 3.0749
H -0.6618 -1.4864 5.6826
H 1.2884 0.1391 6.3123
H -0.5960 2.1739 0.8922
H -3.0421 2.0018 -0.1491
H -3.6690 -0.4938 -0.6386
C -2.3794 1.2657 -3.3665
N -0.9923 0.8665 -3.2795
C 0.0469 1.6542 -3.5418
N -0.1946 2.9227 -3.9074
S 1.6439 1.0621 -3.4560
H -2.9883 0.4635 -2.9632
H -2.6736 1.4451 -4.4036
H -2.5746 2.1557 -2.7625
H -0.7589 -0.0446 -2.9166
H -1.1190 3.2497 -4.1338
H 0.5928 3.4570 -4.2295


59
Properties=species:S:1:pos:R:3 method="wB97M-V/def2-TZVPD" largest_force_ha_per_bohr=0.0168 lumo_energy_ev=2.222 energy_ev=-317766.102 de_lowest_kcal_mol=0.82 charge=-1
Tl 0.4424 1.0865 0.0742
C 2.5786 1.8690 4.1565
Se 0.8084 2.2172 3.3943
C 0.1197 0.3913 3.6671
C -1.4088 0.4464 3.6690
Se -2.2850 -0.9304 2.5859
C -4.0367 -0.0707 2.5727
H 3.1307 1.1899 3.5103
H 2.4636 1.4448 5.1519
H 3.1001 2.8209 4.2172
H 0.4975 0.0565 4.6329
H 0.5325 -0.2508 2.8867
H -1.7695 1.3802 3.2357
H -1.7974 0.3471 4.6816
H -3.9245 0.9602 2.2390
H -4.4642 -0.1129 3.5724
H -4.6594 -0.6265 1.8756
O -2.2999 0.2288 -1.3123
N -1.2829 -0.6776 -1.1794
C -1.3019 -1.5114 -2.1418
C -0.5182 -2.7420 -2.3793
C -0.9120 -3.3949 -3.5584
C -0.4121 -4.6247 -3.9276
C 0.5167 -5.2542 -3.1184
C 0.9519 -4.6226 -1.9713
C 0.4647 -3.3748 -1.5766
P 1.1847 -2.6808 -0.0281
C 2.9496 -2.8518 -0.5213
C 3.8059 -3.9008 -0.1938
C 5.1121 -3.8978 -0.6639
C 5.5719 -2.8638 -1.4666
C 4.7199 -1.8223 -1.8043
C 3.4207 -1.8140 -1.3255
C 0.9442 -4.0982 1.1063
C 1.7607 -4.2129 2.2322
C 1.4911 -5.1671 3.2007
C 0.3833 -5.9926 3.0771
C -0.4512 -5.8657 1.9768
C -0.1737 -4.9249 0.9983
H -2.3096 0.7656 -0.4816
H -2.0707 -1.3401 -2.8980
H -1.6493 -2.9102 -4.1871
H -0.7586 -5.0971 -4.8377
H 0.9032 -6.2296 -3.3862
H 1.6881 -5.1154 -1.3487
H 3.4592 -4.7227 0.4193
H 5.7754 -4.7131 -0.3993
H 6.5931 -2.8779 -1.8266
H 5.0485 -1.0131 -2.4437
H 2.7601 -0.9922 -1.5841
H 2.6083 -3.5479 2.3522
H 2.1366 -5.2592 4.0656
H 0.1606 -6.7142 3.8531
H -1.3332 -6.4887 1.8952
H -0.8333 -4.8121 0.1475
Se 1.9215 1.6916 -2.6611
Te 1.2850 3.8092 -1.4716
Te -1.4130 3.6299 -1.5403
Se -2.0914 2.9303 0.7823